Here is C37H86Br2FIN7O6P3 as an isolated structure from the OMol25 dataset. Energies are from wB97M-V/def2-TZVPD.

Summary:
Relative energy (zero: lowest compared OMol25 entry of this formula, charge and spin) (kJ/mol): 0.0

CARTESIAN COORDINATES (ANGSTROEM)
C: 5.11 -1.52 3.70
C: 3.89 -2.22 4.28
C: 2.59 -1.37 4.16
C: 1.43 -2.12 3.48
C: 1.05 -1.53 2.10
C: -0.15 -0.59 2.31
N: -0.12 0.60 1.49
F: 0.47 0.31 0.22
C: -1.35 1.36 1.25
C: -2.70 0.74 1.66
C: -3.44 0.80 3.00
C: -3.80 2.15 3.60
I: -2.71 -0.42 4.65
C: -1.02 2.86 1.64
O: 0.07 3.20 0.81
C: -2.14 3.86 1.26
C: -2.80 3.69 -0.12
C: -4.31 3.38 -0.14
O: -5.01 4.02 0.91
C: -6.21 3.33 1.16
O: -0.78 2.92 3.01
C: 0.42 3.32 3.66
C: 1.74 2.62 3.39
C: 2.46 2.74 2.04
C: 4.01 2.67 2.19
C: 4.59 3.23 0.91
O: 6.01 3.01 0.83
C: 0.48 4.85 3.86
Br: 0.82 5.87 2.18
C: 1.51 5.34 4.92
C: 1.01 6.72 5.45
Br: 3.31 5.67 4.21
P: -0.04 2.66 5.42
C: 1.39 2.19 6.47
C: -1.14 3.82 6.32
H: 5.12 -1.54 2.62
H: 6.02 -2.02 4.04
H: 5.18 -0.50 4.07
H: 4.08 -2.43 5.33
H: 3.77 -3.17 3.76
H: 2.87 -0.49 3.58
H: 2.33 -1.01 5.15
H: 0.57 -2.09 4.16
H: 1.70 -3.17 3.38
H: 0.75 -2.39 1.50
H: 1.93 -1.02 1.73
H: -0.07 -0.26 3.35
H: -1.04 -1.22 2.26
H: -1.39 1.41 0.17
H: -3.42 1.13 0.94
H: -2.66 -0.31 1.39
H: -4.39 0.32 2.81
H: -4.25 2.78 2.83
H: -4.60 1.97 4.32
H: -3.00 2.62 4.15
H: -0.17 3.09 -0.11
H: -1.59 4.80 1.21
H: -2.86 4.03 2.04
H: -2.32 2.98 -0.79
H: -2.72 4.65 -0.63
H: -4.54 2.32 -0.23
H: -4.69 3.81 -1.08
H: -6.00 2.31 1.51
H: -6.78 3.84 1.93
H: -6.81 3.23 0.25
H: 2.46 2.99 4.12
H: 1.64 1.56 3.63
H: 2.23 3.62 1.46
H: 2.21 1.89 1.41
H: 4.34 3.22 3.06
H: 4.27 1.61 2.21
H: 4.35 4.28 0.78
H: 4.13 2.69 0.08
H: 6.16 2.38 0.13
H: -0.49 5.23 4.14
H: 1.59 4.69 5.77
H: 0.70 6.62 6.49
H: 1.84 7.42 5.45
H: 0.25 7.13 4.80
H: 1.79 3.03 7.05
H: 1.02 1.48 7.20
H: 2.21 1.73 5.95
H: -0.59 4.66 6.75
H: -1.90 4.24 5.67
H: -1.58 3.28 7.15
O: -0.61 -5.09 0.89
P: -0.66 -5.13 -0.62
N: -2.08 -6.08 -0.80
C: -2.27 -7.23 -1.65
C: -3.32 -5.54 -0.25
N: 0.81 -6.02 -0.85
C: 0.81 -7.47 -0.87
C: 1.91 -5.53 -0.03
N: -0.63 -4.65 -2.25
C: -1.69 -3.75 -2.71
C: 0.35 -4.98 -3.28
H: -1.94 -7.06 -2.69
H: -3.32 -7.50 -1.71
H: -1.75 -8.11 -1.26
H: -3.91 -5.02 -1.02
H: -3.11 -4.84 0.55
H: -3.94 -6.34 0.18
H: 0.34 -7.91 0.02
H: 1.83 -7.84 -0.94
H: 0.30 -7.85 -1.76
H: 1.86 -5.89 1.00
H: 1.92 -4.44 -0.01
H: 2.87 -5.85 -0.46
H: -2.43 -4.29 -3.30
H: -1.28 -2.94 -3.32
H: -2.20 -3.28 -1.86
H: 0.21 -6.01 -3.63
H: 1.37 -4.86 -2.94
H: 0.23 -4.32 -4.14
O: -0.59 -2.09 -5.81
P: 0.16 -0.93 -6.40
N: -1.09 0.20 -6.63
C: -1.32 1.03 -7.79
C: -1.88 0.58 -5.46
N: 0.70 -1.68 -7.87
C: -0.09 -1.58 -9.08
C: 1.16 -3.05 -7.68
N: 1.43 0.20 -6.48
C: 1.54 1.16 -5.38
C: 2.48 0.30 -7.48
H: -0.42 1.57 -8.12
H: -2.07 1.79 -7.58
H: -1.71 0.45 -8.63
H: -1.50 1.51 -5.01
H: -1.84 -0.20 -4.70
H: -2.93 0.73 -5.72
H: -1.13 -1.92 -8.95
H: 0.36 -2.18 -9.87
H: -0.10 -0.56 -9.47
H: 0.34 -3.76 -7.61
H: 1.75 -3.13 -6.76
H: 1.81 -3.33 -8.51
H: 1.19 2.15 -5.70
H: 2.57 1.25 -5.03
H: 0.94 0.85 -4.53
H: 2.10 0.74 -8.40
H: 2.94 -0.66 -7.71
H: 3.29 0.94 -7.11

***

Here is a 6-piece molecular cluster, C37H86IN7O10PS overall from the OMol25 dataset. Energies are from wB97M-V/def2-TZVPD.

Summary:
Charge: +1
Relative energy (zero: lowest compared OMol25 entry of this formula, charge and spin) (kJ/mol): 196.1

CARTESIAN COORDINATES (ANGSTROEM)
C: 0.38 -5.23 2.11
C: 0.12 -5.11 0.57
O: 0.03 -3.72 0.22
C: -1.26 -3.18 0.55
C: -1.56 -2.09 -0.54
C: -1.89 -0.69 0.01
C: -3.29 -0.28 0.22
C: -4.48 -1.21 -0.09
C: -5.39 -0.64 -1.27
C: -6.92 -0.96 -1.11
C: -7.71 0.05 -0.20
C: -7.24 -2.40 -0.59
C: -3.38 1.10 0.74
P: -5.15 1.70 1.11
O: -5.07 3.37 1.26
I: -5.79 0.82 3.31
N: -2.45 1.98 1.00
N: -1.20 1.58 0.79
S: 0.01 2.83 1.15
C: 0.72 2.61 2.82
O: 1.00 2.96 0.10
O: -0.70 4.09 1.22
C: -0.94 0.33 0.35
C: 0.58 -0.03 0.19
O: 1.30 0.02 1.42
C: 1.37 -1.25 2.09
C: 0.87 -1.01 3.58
H: 1.12 -6.06 2.27
H: -0.58 -5.43 2.63
H: 0.90 -4.32 2.50
H: -0.72 -5.73 0.19
H: 1.04 -5.49 0.06
H: -1.19 -2.72 1.57
H: -1.98 -4.02 0.56
H: -0.77 -2.04 -1.32
H: -2.47 -2.43 -1.09
H: -5.14 -1.20 0.82
H: -4.17 -2.26 -0.24
H: -5.17 0.44 -1.43
H: -5.06 -1.17 -2.20
H: -7.36 -0.88 -2.13
H: -7.55 -0.12 0.89
H: -8.82 -0.05 -0.36
H: -7.48 1.10 -0.47
H: -6.98 -2.49 0.49
H: -8.35 -2.53 -0.69
H: -6.73 -3.17 -1.21
H: -4.65 3.62 2.10
H: 0.90 3.60 3.29
H: 0.05 1.98 3.44
H: 1.69 2.06 2.76
H: 1.01 0.62 -0.61
H: 0.72 -1.07 -0.20
H: 0.72 -2.03 1.67
H: 2.44 -1.55 2.18
H: 1.29 -1.80 4.25
H: -0.24 -1.19 3.58
H: 1.05 0.02 3.93
C: -8.70 3.95 -2.54
C: -7.82 3.39 -3.66
C: -8.47 3.49 -5.06
O: -9.48 2.53 -5.30
C: -10.76 2.86 -4.78
N: -7.46 2.01 -3.33
H: -9.51 3.29 -2.27
H: -8.10 4.11 -1.64
H: -9.12 4.92 -2.83
H: -6.91 3.99 -3.69
H: -7.69 3.29 -5.80
H: -8.84 4.50 -5.26
H: -10.95 3.93 -4.82
H: -10.86 2.49 -3.76
H: -11.51 2.35 -5.39
H: -6.81 1.66 -4.03
H: -8.29 1.43 -3.48
C: 6.05 -2.29 -2.42
C: 4.77 -3.10 -2.39
C: 3.50 -2.24 -2.39
O: 3.19 -1.64 -1.14
C: 3.91 -0.44 -0.87
N: 4.81 -4.02 -1.24
H: 6.29 -1.84 -1.45
H: 6.90 -2.92 -2.69
H: 5.99 -1.48 -3.16
H: 4.75 -3.71 -3.30
H: 2.65 -2.90 -2.62
H: 3.52 -1.48 -3.19
H: 4.09 0.14 -1.78
H: 4.85 -0.67 -0.38
H: 3.32 0.16 -0.18
H: 4.00 -4.63 -1.28
H: 4.65 -3.45 -0.40
C: 4.22 2.94 -3.99
C: 5.03 2.34 -5.13
C: 4.36 2.50 -6.51
O: 3.29 1.59 -6.74
C: 2.05 1.99 -6.19
N: 5.33 0.94 -4.82
H: 3.37 2.32 -3.70
H: 4.84 3.05 -3.10
H: 3.84 3.93 -4.25
H: 5.98 2.89 -5.17
H: 5.11 2.27 -7.27
H: 4.04 3.53 -6.69
H: 1.92 3.07 -6.21
H: 1.96 1.61 -5.17
H: 1.26 1.53 -6.78
H: 5.95 0.57 -5.54
H: 4.46 0.42 -4.96
C: 10.75 -1.85 2.32
C: 10.29 -0.89 1.23
C: 8.78 -0.98 0.93
O: 8.40 -2.11 0.16
C: 8.24 -3.31 0.90
N: 11.10 -1.13 0.03
H: 10.82 -2.88 1.97
H: 11.74 -1.57 2.68
H: 10.07 -1.83 3.18
H: 10.49 0.12 1.59
H: 8.51 -0.11 0.33
H: 8.18 -0.92 1.85
H: 7.84 -3.12 1.90
H: 9.18 -3.85 0.96
H: 7.53 -3.94 0.36
H: 10.86 -0.42 -0.67
H: 10.78 -2.00 -0.39
C: -1.91 2.68 8.37
C: -2.58 1.49 7.68
C: -1.61 0.35 7.33
O: -0.79 0.60 6.19
C: 0.35 1.40 6.46
N: -3.30 1.97 6.49
H: -1.34 3.30 7.67
H: -2.66 3.32 8.83
H: -1.23 2.34 9.15
H: -3.32 1.09 8.38
H: -2.20 -0.53 7.07
H: -0.99 0.07 8.19
H: 0.76 1.20 7.45
H: 0.11 2.46 6.35
H: 1.11 1.15 5.72
H: -3.83 1.20 6.09
H: -2.60 2.18 5.78

***

Here is a 3-piece molecular cluster, C37H89IN6O5P3S overall from the OMol25 dataset. Energies are from wB97M-V/def2-TZVPD.

Summary:
Charge: +1

CARTESIAN COORDINATES (ANGSTROEM)
C: 6.37 -5.04 -4.69
C: 6.50 -3.55 -4.36
C: 7.93 -3.03 -4.63
C: 8.71 -2.59 -3.38
C: 7.95 -1.68 -2.41
C: 7.41 -0.38 -3.07
C: 8.37 0.80 -2.90
C: 7.71 2.19 -2.98
C: 6.60 2.32 -4.05
C: 5.18 2.14 -3.50
C: 4.10 2.68 -4.46
C: 2.81 3.09 -3.70
C: 1.57 2.25 -4.08
C: 0.53 3.07 -4.86
C: -0.22 2.27 -5.95
C: -1.56 1.66 -5.51
C: -2.49 2.63 -4.77
C: -3.92 2.07 -4.69
P: -4.09 0.69 -3.53
C: -5.81 0.13 -3.37
C: -5.74 -1.29 -2.71
C: -5.70 -2.38 -3.78
C: -6.03 -3.78 -3.27
S: -4.87 -4.41 -2.07
O: -5.62 -5.15 -1.11
O: -4.09 -3.35 -1.49
O: -3.90 -5.43 -2.81
C: -3.55 1.24 -1.87
C: -2.64 0.30 -1.07
C: -1.95 1.16 0.04
I: -1.05 -0.60 -2.21
H: 5.32 -5.34 -4.77
H: 6.83 -5.66 -3.92
H: 6.87 -5.27 -5.63
H: 6.17 -3.39 -3.34
H: 5.80 -3.03 -5.02
H: 8.48 -3.85 -5.09
H: 7.91 -2.23 -5.38
H: 9.65 -2.13 -3.68
H: 8.98 -3.50 -2.84
H: 7.13 -2.19 -1.92
H: 8.64 -1.38 -1.62
H: 7.21 -0.56 -4.13
H: 6.49 -0.12 -2.53
H: 9.18 0.70 -3.63
H: 8.84 0.71 -1.91
H: 7.33 2.46 -1.99
H: 8.48 2.91 -3.25
H: 6.76 1.64 -4.88
H: 6.64 3.36 -4.40
H: 4.93 1.10 -3.31
H: 5.12 2.66 -2.54
H: 3.86 1.88 -5.18
H: 4.50 3.51 -5.04
H: 3.00 2.95 -2.63
H: 2.63 4.15 -3.86
H: 1.14 1.84 -3.17
H: 1.89 1.39 -4.68
H: -0.13 3.54 -4.13
H: 1.08 3.86 -5.38
H: -0.34 2.91 -6.83
H: 0.42 1.45 -6.25
H: -2.09 1.33 -6.41
H: -1.35 0.76 -4.93
H: -2.11 2.84 -3.77
H: -2.51 3.57 -5.33
H: -4.61 2.87 -4.42
H: -4.22 1.71 -5.68
H: -3.36 -0.39 -4.03
H: -6.23 0.02 -4.37
H: -6.39 0.82 -2.76
H: -6.62 -1.37 -2.07
H: -4.83 -1.30 -2.11
H: -4.76 -2.34 -4.33
H: -6.46 -2.13 -4.53
H: -6.01 -4.46 -4.12
H: -7.04 -3.83 -2.86
H: -3.34 -4.90 -3.41
H: -4.47 1.35 -1.29
H: -3.13 2.24 -1.96
H: -3.21 -0.46 -0.54
H: -2.51 1.14 0.98
H: -1.82 2.17 -0.33
H: -0.94 0.77 0.17
O: -2.53 2.90 3.23
P: -3.67 3.38 4.09
N: -3.02 4.84 4.70
C: -2.66 5.13 6.07
C: -2.33 5.68 3.72
N: -3.73 2.05 5.19
C: -3.13 2.08 6.51
C: -3.50 0.76 4.54
N: -5.27 3.82 4.52
C: -5.78 5.17 4.30
C: -6.32 2.81 4.70
H: -2.57 6.21 6.22
H: -1.71 4.66 6.36
H: -3.44 4.81 6.76
H: -3.01 5.95 2.90
H: -1.46 5.18 3.29
H: -2.00 6.61 4.18
H: -2.06 2.33 6.49
H: -3.23 1.10 6.99
H: -3.66 2.77 7.17
H: -2.44 0.55 4.38
H: -4.00 0.74 3.57
H: -3.93 -0.04 5.14
H: -5.78 5.73 5.23
H: -6.80 5.16 3.91
H: -5.19 5.72 3.57
H: -6.46 2.60 5.76
H: -6.07 1.88 4.20
H: -7.27 3.14 4.29
O: -1.11 -1.95 6.17
P: 0.05 -2.87 5.88
N: 0.85 -1.95 4.67
C: 0.94 -2.27 3.27
C: 1.01 -0.53 4.95
N: -0.86 -4.24 5.33
C: -1.06 -4.56 3.93
C: -2.10 -4.46 6.08
N: 1.40 -3.87 6.15
C: 2.76 -3.32 6.23
C: 1.26 -5.19 6.77
H: 1.74 -1.70 2.79
H: 0.00 -2.04 2.75
H: 1.21 -3.32 3.10
H: 1.58 -0.38 5.88
H: 0.05 -0.01 5.07
H: 1.56 -0.03 4.16
H: -1.51 -3.74 3.36
H: -1.72 -5.42 3.84
H: -0.12 -4.87 3.46
H: -2.92 -3.83 5.73
H: -1.95 -4.26 7.14
H: -2.40 -5.51 5.99
H: 3.29 -3.51 5.30
H: 3.33 -3.78 7.04
H: 2.76 -2.25 6.42
H: 1.28 -5.97 6.00
H: 0.33 -5.29 7.32
H: 2.06 -5.40 7.48

***

no.,total energy (hartree)
1,-8865.48315
2,-3633.82762
3,-3887.51900